(1)
{
  "formula": "C7H3N3",
  "method": "ωB97M-V/def2-TZVPD",
  "species": ["N", "C", "C", "C", "C", "C", "C", "C", "N", "N", "H", "H", "H"],
  "xyz": [[1.67, 1.32, 3.32], [1.66, 1.00, 1.99], [0.84, 0.50, 0.83], [1.52, -0.51, -0.05], [0.64, -0.56, -1.25], [-0.65, -0.30, -1.34], [-1.16, 0.14, -0.24], [-2.62, -0.05, -0.03], [-3.83, -0.26, 0.01], [-0.45, 0.66, 0.81], [2.61, -0.71, 0.31], [1.23, -0.78, -2.25], [-1.44, -0.46, -2.11]],
  "nbo_charge": [-0.204, 0.201, 0.099, -0.196, -0.138, -0.281, 0.122, 0.250, -0.270, -0.360, 0.274, 0.236, 0.268],
  "largest_force_ev_per_a": 13.6,
  "homo_lumo_gap_ev": 9.15,
  "lumo_energy_ev": -1.183,
  "multiplicity": 1,
  "e_above_lowest_kj_mol": 378.44
}


(2)
{
  "formula": "C7H3NO5V",
  "method": "ωB97M-V/def2-TZVPD",
  "species": ["O", "C", "V", "O", "C", "C", "O", "C", "O", "C", "O", "C", "C", "N", "H", "H", "H"],
  "xyz": [[0.00, 5.17, -1.17], [0.00, 4.08, -0.82], [0.00, -0.90, -1.28], [0.00, -0.23, -4.29], [0.00, -0.52, -3.17], [0.00, -2.81, -1.19], [0.00, -3.98, -1.09], [-1.80, -0.20, -1.03], [-2.87, 0.27, -0.87], [1.81, -0.20, -1.03], [2.86, 0.26, -0.87], [0.00, -0.04, 3.29], [0.00, -0.31, 1.88], [0.00, -0.64, 0.78], [-0.91, 0.53, 3.53], [0.91, 0.53, 3.53], [0.00, -1.02, 3.82]],
  "nbo_charge": [-0.434, 0.440, 0.496, -0.236, 0.548, 0.558, -0.247, 0.548, -0.246, 0.547, -0.244, -0.766, 0.646, -0.564, 0.317, 0.316, 0.322],
  "largest_force_ev_per_a": 9.7,
  "s_squared": 3.77,
  "homo_lumo_gap_ev": [7.75, 7.90],
  "lumo_energy_ev": [-11.118, -10.963],
  "charge": 2,
  "multiplicity": 4,
  "e_above_lowest_kj_mol": 250.55
}


(3)
{
  "formula": "C7H40B3NO18",
  "method": "ωB97M-V/def2-TZVPD",
  "species": ["C", "C", "C", "O", "C", "B", "O", "B", "N", "O", "B", "C", "C", "C", "O", "O", "O", "H", "H", "H", "H", "H", "H", "H", "H", "H", "H", "H", "H", "H", "H", "H", "H", "O", "H", "H", "O", "H", "H", "O", "H", "H", "O", "H", "H", "O", "H", "H", "O", "H", "H", "O", "H", "H", "O", "H", "H", "O", "H", "H", "O", "H", "H", "O", "H", "H", "O", "H", "H"],
  "xyz": [[4.67, -0.19, -1.22], [4.94, 1.13, -0.46], [4.45, 2.31, -1.25], [3.03, 2.29, -1.30], [2.50, 3.05, -2.38], [0.98, 2.64, -2.55], [0.00, 3.59, -2.83], [-1.15, 3.29, -2.08], [-1.69, 4.23, -1.14], [-1.66, 2.00, -2.25], [-0.65, 1.14, -1.81], [-1.00, 0.10, -0.68], [-2.28, 0.51, 0.08], [-3.57, 0.21, -0.62], [-4.65, 0.66, -0.24], [-3.55, -0.65, -1.68], [0.61, 1.32, -2.36], [4.08, 0.00, -2.11], [4.20, -0.95, -0.61], [5.63, -0.60, -1.55], [4.47, 1.11, 0.52], [6.01, 1.23, -0.31], [4.87, 2.27, -2.26], [4.76, 3.26, -0.80], [3.04, 2.80, -3.30], [2.57, 4.12, -2.20], [-1.06, 5.03, -1.09], [-1.69, 3.83, -0.21], [-1.10, -0.89, -1.13], [-0.19, 0.02, 0.03], [-2.29, -0.01, 1.03], [-2.24, 1.57, 0.31], [-2.88, -0.37, -2.32], [-6.25, -2.18, -1.73], [-5.71, -1.55, -1.24], [-6.82, -1.63, -2.27], [0.05, -1.82, -2.93], [0.76, -1.26, -3.26], [-0.21, -2.33, -3.70], [1.57, -2.32, -5.30], [1.92, -1.85, -6.07], [2.21, -3.02, -5.14], [-1.35, -0.72, 2.87], [-1.38, -1.69, 2.94], [-2.16, -0.42, 3.29], [-1.80, -3.30, 1.49], [-2.66, -3.65, 1.71], [-1.89, -2.99, 0.58], [0.43, 1.76, 2.64], [1.21, 1.30, 2.31], [-0.26, 1.08, 2.66], [-2.67, 1.67, 3.38], [-2.13, 2.27, 3.91], [-3.29, 2.24, 2.91], [-3.53, 1.92, 6.17], [-4.48, 1.80, 6.31], [-3.35, 1.47, 5.33], [-4.61, -1.34, 2.15], [-4.77, -0.54, 1.63], [-5.46, -1.80, 2.15], [2.18, -2.50, 2.01], [1.29, -2.54, 2.38], [2.43, -3.42, 1.86], [4.87, -1.44, 1.67], [3.97, -1.50, 2.03], [5.13, -2.36, 1.55], [2.73, -5.56, 1.91], [1.85, -5.94, 1.79], [3.02, -5.89, 2.76]],
  "nbo_charge": [-0.611, -0.417, -0.050, -0.542, -0.410, 1.154, -0.889, 1.212, -1.079, -0.908, 1.187, -0.828, -0.529, 0.822, -0.621, -0.708, -0.887, 0.194, 0.234, 0.195, 0.215, 0.204, 0.153, 0.165, 0.193, 0.190, 0.389, 0.395, 0.276, 0.265, 0.286, 0.224, 0.506, -0.948, 0.479, 0.467, -0.962, 0.489, 0.481, -0.954, 0.477, 0.478, -0.981, 0.495, 0.495, -0.959, 0.480, 0.483, -0.969, 0.472, 0.493, -0.968, 0.493, 0.487, -0.955, 0.467, 0.480, -0.964, 0.488, 0.473, -0.975, 0.480, 0.495, -0.959, 0.495, 0.462, -0.951, 0.479, 0.478],
  "largest_force_ev_per_a": 1.8,
  "homo_lumo_gap_ev": 9.74,
  "lumo_energy_ev": 0.105,
  "multiplicity": 1
}